A cluster of 2 separate species, C36H39F2N2 in total in a non-equilibrium geometry, computed with ωB97M-V with the def2-TZVPD basis set.

```
79
Properties=species:S:1:pos:R:3:forces:R:3:lowdin_charge:R:1
C 1.3850 -1.5940 -7.5783 0.002 0.052 -0.283 -0.054
C 1.2081 -1.9561 -6.1322 0.071 0.000 0.396 -0.264
C 2.3127 -2.2534 -5.3283 -0.496 -0.088 -0.041 -0.010
C 2.1658 -2.6046 -3.9835 -0.575 0.350 -0.048 -0.195
C 3.4120 -2.8841 -3.2071 0.558 -0.062 0.149 -0.045
C 0.8730 -2.6164 -3.4199 -0.015 0.054 -0.644 -0.145
N 0.6738 -2.9433 -2.0473 -0.795 -0.664 1.521 -0.064
C 0.0217 -2.1930 -1.1272 1.546 1.759 -0.497 -0.014
N 0.1715 -2.7608 0.0884 -0.174 -0.940 -1.109 -0.047
C -0.1319 -2.1156 1.3151 -0.160 0.292 0.229 -0.140
C -1.3437 -1.4092 1.4428 0.262 -0.071 0.324 -0.210
C -2.3212 -1.3605 0.3172 -0.692 0.323 -0.248 -0.075
C -1.6261 -0.7466 2.6412 0.374 -0.124 -0.152 -0.023
C -0.7328 -0.7692 3.7177 0.004 -0.053 -0.421 -0.276
C -1.1130 -0.0873 5.0001 0.020 0.129 0.269 -0.052
C 0.4867 -1.4312 3.5489 -0.459 0.127 0.173 -0.010
C 0.8005 -2.1118 2.3706 -0.402 0.333 -0.312 -0.197
C 2.1502 -2.7339 2.2338 0.607 -0.234 0.408 -0.046
C 0.6199 -4.1661 -0.0496 0.190 -0.225 0.853 -0.098
C 0.8681 -4.3240 -1.5281 0.009 0.053 -0.878 -0.093
C -0.2475 -2.3291 -4.2144 0.494 -0.070 -0.095 -0.200
C -1.6158 -2.4073 -3.6280 -0.732 0.118 -0.060 -0.049
C -0.0649 -1.9943 -5.5563 0.260 -0.061 0.134 -0.003
H 0.4127 -1.4169 -8.0473 0.175 -0.001 0.009 0.075
H 1.9926 -0.6882 -7.6999 -0.125 -0.161 0.068 0.085
H 1.8869 -2.3948 -8.1351 -0.093 0.121 0.126 0.085
H 3.3167 -2.2115 -5.7584 -0.256 -0.052 0.120 0.128
H 3.2375 -3.1261 -2.1591 -0.021 0.078 -0.077 0.058
H 3.9697 -3.7108 -3.6674 -0.140 0.093 0.163 0.093
H 4.0809 -2.0136 -3.2448 -0.160 -0.148 0.067 0.089
H -3.2176 -0.8184 0.6408 0.019 -0.177 0.011 0.067
H -1.8973 -0.8446 -0.5560 -0.137 -0.307 0.206 0.047
H -2.6470 -2.3610 -0.0042 0.222 0.261 -0.003 0.099
H -2.5710 -0.2019 2.7337 0.220 -0.225 0.017 0.120
H -0.3158 -0.1757 5.7445 -0.148 0.055 -0.079 0.078
H -1.3219 0.9803 4.8412 0.077 -0.210 0.039 0.076
H -2.0249 -0.5286 5.4252 0.232 0.066 -0.091 0.089
H 1.2150 -1.4144 4.3640 -0.199 -0.076 -0.225 0.119
H 2.7243 -2.5755 3.1518 -0.067 0.064 -0.113 0.081
H 2.0990 -3.8194 2.1056 0.094 0.262 0.040 0.071
H 2.7366 -2.3027 1.4119 -0.235 -0.180 -0.018 0.095
H 1.5304 -4.3455 0.5099 -0.068 -0.146 0.013 0.083
H -0.1586 -4.8509 0.3008 0.143 0.110 0.092 0.131
H 0.1197 -4.9987 -1.9664 0.290 0.135 -0.145 0.127
H 1.8680 -4.6773 -1.7753 -0.085 -0.186 0.070 0.109
H -2.3581 -2.2195 -4.4085 0.031 -0.055 0.086 0.079
H -1.8305 -3.4003 -3.2068 0.119 0.239 -0.013 0.090
H -1.7622 -1.6626 -2.8361 0.064 -0.236 -0.149 0.057
H -0.9388 -1.7670 -6.1678 0.184 -0.066 0.118 0.116
C 4.4609 3.7771 3.3753 0.508 -0.252 0.146 -0.007
C 3.1290 3.3298 2.9007 -0.284 -0.211 -0.411 -0.162
C 1.9765 4.0608 3.1947 -0.578 0.897 0.496 -0.180
F 2.1300 5.1814 3.9706 -0.240 -1.074 -0.594 0.074
C 0.7151 3.7280 2.7480 0.233 0.089 -0.246 0.088
C 0.5830 2.6450 1.8242 0.446 -0.167 0.516 -0.171
C -0.5961 2.3303 1.1128 0.096 0.033 0.226 0.131
C -1.8061 3.0667 1.0393 -0.632 0.591 -0.342 -0.170
C -1.9124 4.4637 1.3221 -0.190 -0.300 0.162 0.083
C -3.1595 5.0527 1.2979 0.472 0.925 0.267 -0.181
F -3.2669 6.3836 1.6130 0.194 -1.186 -0.324 0.073
C -4.3360 4.3828 0.9606 0.326 -0.414 0.111 -0.168
C -5.6447 5.0792 0.9847 -0.520 -0.001 -0.242 -0.010
C -4.2160 3.0310 0.6051 -0.025 0.081 0.009 0.008
C -2.9919 2.3953 0.6183 0.529 -0.231 0.041 0.021
C 1.7301 1.8170 1.6229 -0.395 0.080 -0.373 0.029
C 2.9620 2.1653 2.1356 0.071 -0.066 0.082 0.007
H 5.1934 2.9951 3.1589 -0.023 0.175 0.096 0.090
H 4.7912 4.6923 2.8672 -0.226 -0.107 0.128 0.112
H 4.4588 3.9691 4.4536 -0.034 0.064 -0.198 0.105
H -0.1572 4.2865 3.0830 0.433 -0.086 0.003 0.128
H -0.5597 1.4045 0.5342 -0.087 0.015 0.227 0.137
H -1.0256 5.0565 1.5321 -0.392 0.009 -0.148 0.127
H -6.4049 4.4254 0.5500 0.033 0.172 0.066 0.090
H -5.9569 5.3212 2.0080 0.187 0.025 -0.154 0.110
H -5.6122 6.0111 0.4103 0.025 -0.112 0.175 0.104
H -5.1132 2.4879 0.3060 0.272 0.122 0.088 0.132
H -2.9161 1.3435 0.3387 -0.042 0.271 0.075 0.102
H 1.6140 0.9174 1.0158 0.078 0.223 0.095 0.130
H 3.8330 1.5369 1.9445 -0.267 0.177 0.021 0.131
```
Forces are in eV/Å.

Results
Total charge: +1
Lowest unoccupied orbital energy in eV: -5.593
Kohn-Sham gap in eV: 4.344
Largest force on an atom in hartree/bohr: 0.047

***

A cluster of 2 separate species, C32H39F17N2O4P in total in a non-equilibrium geometry, computed with ωB97M-V with the def2-TZVPD basis set.

```
95
Properties=species:S:1:pos:R:3:forces:R:3:lowdin_charge:R:1
C -6.5428 0.9207 -0.7401 0.713 0.102 -0.296 0.000
C -6.9413 0.2797 -2.1027 0.247 0.695 1.218 -0.469
O -8.1110 0.1579 -2.3754 0.356 -0.115 -0.094 0.070
N -5.8636 -0.1923 -2.9830 -1.547 -0.795 -0.477 -0.122
C -6.4657 -1.3965 -3.6516 -0.081 -0.577 0.023 -0.099
C -5.5916 0.8036 -4.0638 0.060 0.899 0.394 -0.188
C -4.2783 1.6527 -3.8165 -0.252 -0.911 -0.806 -0.167
C -2.9895 0.8195 -4.2033 -0.033 0.287 0.080 -0.196
C -1.6943 1.2429 -3.3782 0.165 -0.179 -0.729 -0.165
C -1.1920 0.1424 -2.3731 -0.453 -0.278 1.717 -0.396
P -0.8935 -1.4682 -3.2953 0.099 0.532 -2.559 0.816
N -0.6445 -1.1740 -4.8527 0.286 -0.244 1.027 -0.296
C 0.1467 0.3667 -1.5743 1.161 0.609 -0.311 -0.095
C -0.1281 0.0689 -0.0438 0.562 0.938 0.157 -0.374
C 0.2960 -1.3768 0.4585 -1.022 -0.444 0.020 -0.098
C -0.8016 -2.5026 0.3146 0.285 -0.529 -0.520 -0.149
C -0.4275 -3.6501 -0.7371 -0.304 -0.572 1.095 -0.185
C -0.2374 -4.9808 0.0654 0.572 -0.837 -0.247 -0.221
C -1.3548 -5.5639 0.8188 1.823 -0.297 -0.368 -0.081
C -1.1629 -6.7661 1.5852 1.239 1.294 -1.254 -0.111
C 0.1618 -7.3774 1.5703 -0.462 1.205 -0.644 -0.096
C 1.2484 -6.8199 0.7933 -1.362 0.668 0.496 -0.069
C 1.0683 -5.5936 0.0227 -1.881 -1.227 1.656 -0.023
C 0.5591 1.0131 1.0202 -0.003 1.154 -0.345 -0.092
C 0.9306 2.4494 0.4808 0.620 -0.200 0.516 -0.064
C 0.9930 3.4369 1.7004 -0.013 -1.471 -1.544 -0.370
F -0.3242 3.6898 2.0471 1.675 0.071 0.419 0.095
F 1.6681 2.7848 2.7301 -0.815 1.167 -0.559 0.083
C 1.7424 4.7949 1.3536 -1.699 0.415 -0.405 -0.287
F 0.7864 5.5608 0.6960 0.982 -0.728 0.611 0.108
F 2.7570 4.6243 0.4561 -0.586 0.045 1.275 0.134
C 2.1548 5.6347 2.6315 -0.231 1.181 -0.546 -0.280
F 2.0255 6.9739 2.2994 0.201 -1.375 0.411 0.117
F 1.2451 5.4063 3.6211 1.035 -0.151 -0.708 0.148
C 3.6632 5.4512 3.0791 0.496 -0.103 0.282 -0.277
F 4.1219 4.1749 2.8399 -0.573 1.402 -0.127 0.131
F 4.3914 6.3533 2.3432 -0.485 -1.143 0.886 0.139
C 3.8783 5.6723 4.6421 -0.623 -0.007 -0.597 -0.275
F 3.1895 6.7907 5.0546 0.472 -1.412 -0.286 0.136
F 3.3597 4.5428 5.2308 0.657 1.401 -0.206 0.137
C 5.3882 5.9134 5.0399 0.812 0.631 -0.726 -0.280
F 6.2774 5.3803 4.1369 -1.244 0.041 0.884 0.140
F 5.5915 7.2764 4.9735 -0.175 -1.405 0.470 0.130
C 5.8111 5.3664 6.4551 1.499 0.002 -0.215 -0.286
F 7.1424 5.7116 6.6092 -1.404 0.034 -0.138 0.128
F 5.8020 3.9989 6.4753 -0.709 1.532 0.061 0.154
C 5.0640 5.9998 7.6840 0.137 -0.390 2.266 -0.468
F 3.7753 5.6148 7.8152 1.104 0.385 -0.666 0.168
F 5.7179 5.5407 8.8055 -0.618 0.361 -1.247 0.135
F 5.1337 7.3472 7.7352 -0.111 -1.262 -0.638 0.172
O -1.5420 0.3680 0.0313 -0.207 -0.610 -0.582 0.025
C -2.2248 0.1967 -1.1846 1.635 -1.046 1.163 -0.406
O -3.4079 0.0982 -1.1564 -0.036 0.308 -0.590 0.136
H -7.4002 1.4444 -0.2514 0.630 -0.389 -0.751 0.082
H -5.6748 1.6115 -0.9171 -0.801 -0.547 0.296 0.070
H -6.1724 0.1568 -0.0098 -0.196 0.401 -0.871 0.090
H -6.9536 -2.0339 -2.8681 0.469 0.503 -0.820 0.095
H -5.6839 -2.0133 -4.1654 -0.473 0.740 0.480 0.092
H -7.2466 -1.0972 -4.4028 0.589 -0.357 0.658 0.089
H -6.4992 1.4720 -4.1262 0.911 -0.376 -0.206 0.127
H -5.5553 0.2355 -5.0268 0.273 0.602 0.721 0.119
H -4.3705 2.5410 -4.4927 0.254 -0.435 0.840 0.110
H -4.2129 1.9309 -2.7398 -0.219 0.021 -0.850 0.088
H -2.7212 0.9611 -5.2821 -0.473 -0.236 0.898 0.110
H -3.2647 -0.2569 -4.0750 0.481 0.760 0.022 0.089
H -1.9573 2.1992 -2.8535 0.534 -0.830 -0.121 0.124
H -0.8553 1.4380 -4.0953 -0.756 -0.120 0.630 0.108
H -2.0168 -2.3306 -3.1569 0.317 0.259 0.664 0.021
H 0.3091 -2.0265 -2.7955 -0.883 -0.055 0.619 0.025
H 0.3019 -1.5055 -5.0683 -0.425 0.241 -0.136 -0.042
H 0.4594 1.3995 -1.8711 -0.176 -0.514 0.987 0.116
H 1.0513 -0.2431 -1.8207 -0.985 0.216 -0.464 0.112
H 0.5488 -1.3192 1.5513 -0.307 0.170 -1.025 0.114
H 1.2498 -1.6995 -0.0415 -0.861 0.430 0.281 0.129
H -1.8220 -2.1337 0.0508 0.846 0.179 0.332 0.105
H -0.9050 -3.0009 1.3142 0.039 0.483 -0.974 0.109
H -1.2343 -3.7507 -1.5153 0.671 -0.041 0.793 0.081
H 0.5234 -3.4390 -1.2814 -0.666 -0.139 0.542 0.075
H -2.3197 -5.0110 0.7535 0.676 -0.708 0.248 0.098
H -2.0282 -7.1646 2.1595 0.927 0.125 -0.447 0.084
H 0.3003 -8.2944 2.1851 0.088 0.764 -0.654 0.084
H 2.2414 -7.3112 0.7656 -0.927 0.370 -0.158 0.090
H 1.9266 -5.1901 -0.5525 -0.854 -0.432 0.374 0.099
H 1.4997 0.5742 1.4432 -0.947 0.201 -0.557 0.127
H -0.1546 1.1513 1.8763 0.499 -0.464 -0.833 0.139
H 1.9506 2.3778 0.0160 -0.993 0.280 0.290 0.137
H 0.2027 2.8330 -0.2702 0.499 -0.160 0.686 0.133
C 4.3695 -7.6664 -3.0469 0.842 0.354 -0.284 -0.167
C 3.9068 -6.8862 -1.7961 -0.175 -1.059 -0.954 -0.603
O 2.7036 -7.3451 -1.4206 0.122 0.484 0.501 -0.341
H 3.6776 -7.5325 -3.8835 -0.125 0.007 0.165 0.048
H 5.3583 -7.3068 -3.3765 0.073 -0.050 -0.112 0.039
H 4.4627 -8.7366 -2.8415 -0.156 0.061 0.130 0.047
H 3.9838 -5.8066 -2.0863 -0.305 0.356 -0.019 0.062
H 4.7496 -6.9840 -1.0689 0.004 -0.145 0.386 0.068
```
Forces are in eV/Å.

Results
Total charge: -1
Lowest unoccupied orbital energy in eV: 1.777
Kohn-Sham gap in eV: 4.694
Largest force on an atom in hartree/bohr: 0.054

***

A structure of composition CuH8O4, computed with ωB97M-V with the def2-TZVPD basis set.

```
13
Properties=species:S:1:pos:R:3:forces:R:3:lowdin_spin:R:1
Cu 0.2316 -0.4254 -0.4607 -0.049 -0.028 0.067 0.489
O -1.0571 -1.2161 -2.2835 0.263 0.161 0.304 0.112
H -1.2311 -0.6585 -3.0418 0.040 0.438 -0.386 0.030
H -1.6279 -1.9745 -2.4071 -0.261 -0.539 0.136 0.028
O 0.2672 -0.5944 1.9659 -0.201 0.055 -0.258 0.075
H 0.1653 -1.4340 2.4142 -0.088 -0.486 0.047 0.021
H 0.6094 -0.0040 2.6370 0.275 0.427 0.228 0.022
O -1.4268 1.2364 0.3157 0.290 0.074 -0.202 0.060
H -1.6230 1.2380 1.2525 0.078 -0.174 0.430 0.015
H -2.2502 1.4879 -0.1025 -0.277 0.039 -0.327 0.013
O 2.2908 0.6243 -0.0718 -0.373 0.034 -0.018 0.091
H 2.6222 1.2225 -0.7415 0.023 0.268 -0.432 0.023
H 3.0295 0.4977 0.5236 0.282 -0.268 0.409 0.023
```
Forces are in eV/Å.

Results
Lowest unoccupied orbital energy (spin up / spin down) in eV: 0.748 / 0.170
Spin multiplicity: 2
Kohn-Sham gap (spin up / spin down) in eV: 4.224 / 8.118
Largest force on an atom in hartree/bohr: 0.012
<S²>: 0.751

***

The molecule C4H9NO2, computed with ωB97M-V with the def2-TZVPD basis set.

```
16
Properties=species:S:1:pos:R:3:forces:R:3:lowdin_charge:R:1
C 2.1546 -0.3839 -1.2560 0.170 -0.075 -0.118 -0.110
N 0.8869 0.0699 -0.7335 0.004 0.359 0.480 -0.015
C 0.8942 0.7713 0.3172 0.268 -0.020 -0.260 -0.241
O -0.1645 1.2571 0.9480 0.101 -0.152 0.193 -0.043
C -1.4831 0.8487 0.5631 -0.228 -0.041 -0.181 -0.148
C -1.7167 -0.6570 0.4957 -0.247 0.148 0.264 -0.263
O -1.3936 -1.2494 -0.7301 -0.091 -0.249 -0.102 -0.091
H 2.2218 -1.4695 -1.1369 0.056 0.105 -0.045 0.083
H 2.1857 -0.1665 -2.3262 0.112 -0.023 0.105 0.079
H 3.0202 0.0832 -0.7646 -0.109 -0.068 -0.075 0.076
H 1.7897 1.0744 0.8553 0.260 0.056 -0.118 0.145
H -2.0831 1.3224 1.3436 -0.171 -0.230 -0.214 0.127
H -1.7377 1.2672 -0.4126 0.055 0.166 -0.010 0.132
H -1.2357 -1.1305 1.3757 -0.078 0.007 -0.344 0.128
H -2.7935 -0.7995 0.5688 -0.141 0.017 0.413 0.117
H -0.5352 -0.8726 -1.0031 0.039 -0.001 0.013 0.023
```
Forces are in eV/Å.

Results
Lowest unoccupied orbital energy in eV: 0.972
Kohn-Sham gap in eV: 10.819
SMILES string: C/N=C/OCCO
Largest force on an atom in hartree/bohr: 0.012